109
Properties=species:S:1:pos:R:3:lowdin_charge:R:1 method="wB97M-V/def2-TZVPD" orbital_gap_ev=7.3 e_tot_ha=-4588.83306 charge=-1 homo_energy_ev=-6.371 spin_multiplicity=1
C 7.61 -3.99 2.06 0.00
C 7.98 -3.55 0.57 -0.41
O 8.79 -4.25 -0.11 0.03
O 7.45 -2.35 0.01 -0.07
C 6.00 -2.52 -0.13 -0.19
C 5.42 -1.21 -0.87 -0.14
C 5.37 0.11 0.04 -0.20
C 4.56 -0.11 1.43 -0.20
C 3.37 0.96 1.64 -0.22
S 1.87 0.59 0.56 0.64
O 1.95 -0.88 0.14 -0.42
O 2.07 1.40 -0.70 -0.41
N 0.44 0.95 1.44 -0.34
S -0.81 1.54 0.42 0.67
O -0.46 2.87 -0.25 -0.38
O -1.98 1.88 1.35 -0.39
C -1.32 0.39 -0.95 -0.41
F -0.26 -0.09 -1.76 0.03
F -2.16 1.18 -1.84 -0.02
C -2.20 -0.85 -0.50 -0.05
C -2.67 -1.81 -1.66 0.02
C -3.56 -3.06 -1.45 -0.04
C -4.02 -3.38 -0.01 0.00
C -3.53 -2.46 1.17 -0.05
C -4.07 -2.88 2.62 -0.36
F -3.14 -2.68 3.66 0.07
F -4.61 -4.22 2.61 0.04
F -5.22 -2.04 2.88 0.01
C -2.62 -1.20 0.94 0.08
H 8.17 -3.34 2.81 0.09
H 7.91 -5.09 2.16 0.09
H 6.49 -3.94 2.30 0.07
H 5.72 -3.42 -0.79 0.14
H 5.51 -2.69 0.89 0.08
H 4.39 -1.49 -1.31 0.12
H 6.15 -0.99 -1.75 0.12
H 6.46 0.40 0.24 0.07
H 4.91 0.95 -0.59 0.11
H 5.35 0.03 2.27 0.12
H 4.13 -1.17 1.52 0.06
H 3.80 1.99 1.34 0.10
H 3.05 1.09 2.74 0.10
H -2.36 -1.58 -2.76 0.09
H -3.85 -3.70 -2.34 0.09
H -4.70 -4.28 0.16 0.10
H -2.28 -0.56 1.81 0.09
C -4.03 2.82 -4.23 0.06
N -5.43 2.48 -4.63 -0.43
O -6.12 1.90 -3.80 0.08
O -5.78 2.80 -5.75 0.01
H -3.86 2.47 -3.22 0.09
H -3.37 2.31 -4.93 0.09
H -3.93 3.90 -4.30 0.11
C -3.48 -0.62 -6.21 0.05
N -3.16 -1.80 -5.35 -0.41
O -2.59 -2.74 -5.88 0.08
O -3.50 -1.74 -4.18 0.01
H -3.12 -0.82 -7.22 0.10
H -4.56 -0.49 -6.20 0.10
H -2.97 0.24 -5.77 0.09
C 7.81 4.11 0.62 0.04
N 7.23 2.76 0.43 -0.40
O 6.02 2.69 0.26 0.05
O 8.01 1.82 0.47 0.06
H 7.01 4.85 0.56 0.10
H 8.28 4.14 1.60 0.10
H 8.54 4.27 -0.18 0.04
C 2.03 -4.73 2.06 0.05
N 3.19 -3.84 1.81 -0.40
O 3.15 -2.72 2.27 0.07
O 4.11 -4.30 1.14 0.03
H 1.30 -4.19 2.66 0.09
H 1.61 -5.01 1.09 0.10
H 2.40 -5.60 2.60 0.10
C -7.10 0.21 2.07 0.04
N -8.43 0.69 2.52 -0.44
O -8.57 0.94 3.71 0.05
O -9.30 0.80 1.67 0.06
H -6.43 0.17 2.93 0.09
H -7.23 -0.77 1.63 0.10
H -6.73 0.93 1.33 0.11
C -8.13 4.70 -5.57 0.04
N -8.12 6.04 -6.21 -0.45
O -8.88 6.21 -7.16 0.05
O -7.36 6.87 -5.75 0.05
H -8.85 4.07 -6.08 0.10
H -7.12 4.29 -5.65 0.06
H -8.41 4.84 -4.52 0.11
C 11.27 4.87 -3.06 0.05
N 10.20 4.77 -2.04 -0.43
O 9.14 5.33 -2.27 0.07
O 10.46 4.12 -1.03 0.06
H 10.90 5.47 -3.89 0.10
H 12.13 5.35 -2.59 0.10
H 11.51 3.86 -3.39 0.10
C -0.96 0.01 4.91 0.04
N 0.26 -0.76 5.25 -0.44
O 0.78 -0.55 6.33 0.05
O 0.65 -1.55 4.41 0.06
H -1.20 0.68 5.74 0.09
H -0.75 0.59 4.01 0.08
H -1.77 -0.70 4.74 0.08
C -7.95 -1.92 5.34 0.03
N -8.01 -3.09 6.26 -0.45
O -7.92 -4.20 5.77 0.06
O -8.15 -2.84 7.45 0.05
H -7.83 -2.29 4.32 0.09
H -8.88 -1.37 5.44 0.10
H -7.10 -1.31 5.63 0.10

10
Properties=species:S:1:pos:R:3:nbo_charge:R:1 method="wB97M-V/def2-TZVPD" orbital_gap_ev=8.7 e_tot_ha=-284.41199 homo_energy_ev=-7.851 spin_multiplicity=1
N -0.98 -1.12 0.08 -0.82
C -0.19 -0.07 0.48 0.43
O -0.30 0.24 1.80 -0.67
C 0.68 0.59 -0.30 -0.12
O 0.63 0.46 -1.68 -0.71
H -1.91 -1.16 0.48 0.39
H -0.98 -1.23 -0.93 0.40
H 0.14 1.09 1.88 0.48
H 1.48 1.19 0.15 0.16
H 1.43 0.01 -1.95 0.47

9
Properties=species:S:1:pos:R:3:nbo_charge:R:1 method="wB97M-V/def2-TZVPD" orbital_gap_ev=10.8 e_tot_ha=-681.42278 homo_energy_ev=-10.241 spin_multiplicity=1
C -0.95 -0.35 -1.23 0.54
C 1.58 0.05 0.85 0.22
H -0.21 0.14 -1.89 0.12
H -1.52 -0.36 0.70 0.41
H 2.48 0.56 1.28 0.14
N -0.97 0.16 0.06 -0.79
O -1.70 -1.22 -1.61 -0.56
O 1.53 -1.12 0.56 -0.51
S 0.23 1.19 0.64 0.42

61
Properties=species:S:1:pos:R:3:nbo_charge:R:1 method="wB97M-V/def2-TZVPD" orbital_gap_ev=10.4 e_tot_ha=-1529.09087 charge=+1 homo_energy_ev=-12.954 spin_multiplicity=1
O -4.72 -0.49 -2.90 -0.98
H -0.86 1.20 1.13 0.50
O -3.30 3.96 -1.48 -0.94
H -4.14 3.56 -1.76 0.48
H -2.95 4.26 -2.33 0.46
O -3.34 3.16 2.78 -0.94
H -3.11 3.34 3.70 0.47
H -4.30 3.08 2.82 0.49
O -2.33 0.67 3.52 -1.01
H -2.97 0.08 3.13 0.49
H 5.60 -1.23 2.02 0.48
O 4.68 1.24 -1.57 -0.99
H 4.81 3.22 -0.62 0.47
H -2.43 1.63 3.49 0.50
O 4.04 3.10 -0.08 -0.95
H 4.93 -2.52 -1.61 0.47
H 3.55 2.36 -0.47 0.47
O 4.09 -2.93 -1.36 -0.94
H 5.05 0.30 2.34 0.49
H -2.68 0.35 -0.38 0.47
O 2.40 -0.40 4.69 -0.97
H 2.78 -0.16 5.53 0.49
H 1.78 0.25 4.35 0.48
O 1.88 -0.34 0.29 -0.92
H 1.12 0.01 0.81 0.52
H 4.20 0.53 -1.15 0.50
O 1.92 -2.93 3.11 -0.99
H 2.46 -3.49 3.67 0.49
H 2.22 -2.02 3.18 0.50
O -1.43 -1.05 -2.21 -1.02
H -1.37 -1.85 -2.71 0.50
H 3.98 -3.49 -2.13 0.47
O 1.85 1.51 -1.44 -1.01
H 2.29 2.27 -1.80 0.52
H 0.99 1.26 -1.76 0.52
O -0.22 1.36 -3.16 -0.97
H -0.25 1.17 -4.10 0.50
H -0.86 2.05 -2.97 0.50
O -0.62 0.27 0.97 -0.98
H 0.19 -2.70 0.54 0.54
H -1.10 -0.11 1.73 0.51
O 5.37 -0.55 2.63 -0.97
H -1.22 -0.19 -2.59 0.51
H -3.99 -1.09 -3.03 0.48
O 0.56 -2.35 -0.32 -0.83
H 1.31 -1.55 0.03 0.51
H -0.02 -1.57 -0.49 0.54
O -1.32 -4.25 -2.61 -0.98
H -0.44 -4.36 -2.97 0.49
H -1.89 -5.01 -2.63 0.49
O -2.79 0.86 -1.20 -0.95
H -4.50 0.15 -2.21 0.49
H -2.79 1.71 -0.76 0.48
O -5.50 1.89 -1.13 -0.97
H -5.55 1.90 -2.09 0.48
H -6.15 1.32 -0.73 0.49
O -0.96 -2.71 1.92 -0.98
H -0.97 -3.67 1.89 0.51
H -0.50 -2.34 2.68 0.51
H 5.64 1.23 -1.62 0.50
H 1.88 0.13 -0.59 0.52